(1)
Below is a molecular structure, AlH6O3, with properties calculated with ωB97M-V/def2-TZVPD.

Calculated values
* total charge: +3
* ΔE to the lowest compared entry with this formula, charge and spin: 354.2 kJ/mol
* total energy: -470.1962 a.u.

Last column: natural (NBO) charge in e.
Element x y z (Å)
Al  -0.176  0.293  0.516  2.103
O  2.296  1.493  0.107  -0.792
H  2.674  2.413  0.060  0.587
H  2.723  0.994  -0.632  0.552
O  -2.516  1.013  -0.887  -0.824
H  -3.191  0.332  -1.131  0.566
H  -2.708  1.803  -1.454  0.576
O  0.226  -2.410  1.032  -0.910
H  0.786  -2.701  1.788  0.565
H  -0.115  -3.230  0.602  0.577



(2)
Below is a molecular structure, AlN2O6, with properties calculated with ωB97M-V/def2-TZVPD.

Calculated values
* total charge: +1
* ΔE to the lowest compared entry with this formula, charge and spin: 512.9 kJ/mol
* total energy: -802.5683 a.u.

Last column: natural (NBO) charge in e.
Element x y z (Å)
Al  -1.609  0.980  0.579  0.992
N  -1.013  0.539  -2.988  0.710
O  -0.326  -0.132  -3.747  -0.179
O  -0.740  1.702  -2.838  -0.225
O  -1.835  0.086  -2.258  -0.319
N  1.381  -0.815  2.814  0.699
O  2.216  -1.703  2.480  -0.181
O  0.598  -0.360  2.017  -0.319
O  1.328  -0.296  3.943  -0.178



(3)
Below is a molecular structure, ArH12O6Xe, with properties calculated with ωB97M-V/def2-TZVPD.

Calculated values
* total energy: -1315.4863 a.u.

Last column: natural (NBO) charge in e.
Element x y z (Å)
Ar  -1.466  3.934  0.775  0.000
Xe  -0.228  0.622  -0.264  0.001
O  -3.253  1.638  2.955  -0.943
H  -2.304  1.513  2.935  0.475
H  -3.519  1.595  2.036  0.468
O  3.203  0.301  -2.151  -0.951
H  2.947  0.112  -1.248  0.480
H  3.348  1.247  -2.165  0.469
O  0.265  1.120  3.361  -0.948
H  0.144  1.467  4.246  0.473
H  1.154  0.767  3.362  0.475
O  2.526  -0.977  0.821  -0.952
H  3.104  -1.710  0.607  0.475
H  1.815  -1.371  1.326  0.477
O  -2.713  -0.954  -2.479  -0.959
H  -1.773  -1.089  -2.599  0.489
H  -2.891  -1.276  -1.596  0.456
O  -0.330  -1.985  -3.285  -0.950
H  0.621  -2.077  -3.225  0.485
H  -0.650  -2.878  -3.412  0.479



(4)
Below is a molecular structure, ArH20O10, with properties calculated with ωB97M-V/def2-TZVPD.

Calculated values
* ΔE to the lowest compared entry with this formula, charge and spin: 131.6 kJ/mol
* total energy: -1291.8693 a.u.

Last column: natural (NBO) charge in e.
Element x y z (Å)
Ar  0.245  -0.389  -0.676  0.001
O  3.725  1.291  0.529  -0.956
H  3.184  1.585  -0.204  0.489
H  4.517  0.942  0.119  0.471
O  0.969  3.190  -1.438  -0.998
H  0.793  3.064  -0.505  0.472
H  0.268  2.713  -1.881  0.471
O  -1.109  1.804  -2.409  -0.943
H  -0.769  1.455  -3.233  0.480
H  -1.988  1.432  -2.335  0.479
O  -0.379  -3.580  1.447  -0.952
H  -0.848  -2.761  1.287  0.481
H  -0.064  -3.505  2.348  0.463
O  -0.461  1.072  2.822  -0.955
H  -0.907  0.859  3.642  0.485
H  0.429  1.304  3.086  0.474
O  -2.297  -1.362  1.447  -0.948
H  -1.833  -0.811  0.817  0.474
H  -3.209  -1.341  1.158  0.479
O  0.448  3.485  1.079  -0.930
H  -0.414  3.798  0.804  0.479
H  0.278  2.632  1.478  0.486
O  -0.799  -4.137  -2.876  -0.922
H  -0.970  -3.200  -2.970  0.455
H  0.061  -4.264  -3.276  0.468
O  3.568  -1.075  2.485  -0.951
H  4.328  -0.673  2.906  0.463
H  3.439  -0.565  1.686  0.484
O  -3.482  -1.235  -2.154  -0.926
H  -3.827  -0.352  -2.284  0.461
H  -2.896  -1.375  -2.898  0.466



(5)
Below is a molecular structure, ArH22O11, with properties calculated with ωB97M-V/def2-TZVPD.

Calculated values
* ΔE to the lowest compared entry with this formula, charge and spin: 33.0 kJ/mol
* total energy: -1368.3604 a.u.

Last column: natural (NBO) charge in e.
Element x y z (Å)
Ar  -0.379  0.331  -0.235  0.000
O  -0.194  0.642  -3.634  -0.986
H  -0.108  1.008  -4.515  0.486
H  0.631  0.181  -3.485  0.499
O  -1.670  -2.757  -0.958  -0.976
H  -0.760  -2.974  -1.160  0.456
H  -1.842  -1.958  -1.456  0.505
O  0.544  3.264  -2.018  -0.973
H  0.923  2.940  -1.201  0.487
H  -0.082  2.588  -2.277  0.468
O  2.707  -0.205  1.859  -0.977
H  3.382  -0.844  1.630  0.466
H  2.088  -0.694  2.401  0.500
O  -1.651  -1.842  1.964  -0.986
H  -2.242  -2.517  2.298  0.483
H  -1.538  -2.058  1.039  0.510
O  2.149  2.259  0.086  -0.955
H  2.107  1.328  0.304  0.494
H  2.919  2.340  -0.476  0.473
O  -2.252  -0.544  -2.518  -0.984
H  -2.795  0.146  -2.137  0.480
H  -1.460  -0.093  -2.809  0.499
O  1.661  -1.087  -3.418  -0.938
H  1.156  -1.845  -3.125  0.484
H  2.203  -1.422  -4.133  0.490
O  -0.286  1.800  3.443  -0.956
H  0.446  2.401  3.579  0.485
H  0.075  1.103  2.895  0.485
O  0.584  -1.055  3.507  -0.982
H  0.656  -1.256  4.440  0.481
H  -0.145  -1.595  3.201  0.505
O  -2.594  1.011  2.207  -0.977
H  -1.813  1.321  2.666  0.483
H  -2.420  0.086  2.035  0.471



(6)
Below is a molecular structure, ArH22O11, with properties calculated with ωB97M-V/def2-TZVPD.

Calculated values
* ΔE to the lowest compared entry with this formula, charge and spin: 98.2 kJ/mol
* total energy: -1368.3356 a.u.

Last column: natural (NBO) charge in e.
Element x y z (Å)
Ar  -0.220  0.484  0.005  0.000
O  2.846  -1.296  -0.762  -0.976
H  2.932  -2.089  -1.291  0.482
H  2.278  -0.724  -1.279  0.505
O  3.318  -1.401  2.003  -0.964
H  4.274  -1.339  2.004  0.473
H  3.074  -1.324  1.080  0.497
O  2.303  0.521  3.654  -0.999
H  1.353  0.414  3.604  0.480
H  2.654  -0.220  3.160  0.485
O  1.168  3.100  -2.240  -0.952
H  0.634  3.728  -1.754  0.488
H  1.248  3.480  -3.115  0.480
O  -0.496  0.712  3.358  -0.956
H  -1.126  0.210  2.842  0.486
H  -0.746  1.625  3.220  0.475
O  -2.231  -1.296  -2.236  -0.935
H  -1.557  -0.971  -2.832  0.472
H  -2.815  -0.549  -2.105  0.463
O  -2.595  -1.209  2.025  -0.962
H  -3.187  -0.975  2.740  0.480
H  -2.140  -1.991  2.337  0.496
O  1.574  0.404  -2.897  -0.974
H  2.135  0.581  -3.652  0.474
H  1.242  1.263  -2.638  0.493
O  -4.749  -0.157  0.266  -0.945
H  -4.016  -0.464  0.799  0.482
H  -4.436  -0.227  -0.636  0.457
O  -1.898  2.806  -2.186  -0.934
H  -1.057  2.398  -2.392  0.470
H  -1.741  3.744  -2.293  0.461
O  0.765  -3.313  0.698  -0.942
H  0.134  -3.497  0.003  0.465
H  1.078  -2.428  0.509  0.475



(7)
Below is a molecular structure, ArH26O13, with properties calculated with ωB97M-V/def2-TZVPD.

Calculated values
* ΔE to the lowest compared entry with this formula, charge and spin: 74.5 kJ/mol
* total energy: -1521.2290 a.u.

Last column: natural (NBO) charge in e.
Element x y z (Å)
Ar  8.195  3.342  -9.386  0.001
O  4.679  2.950  -8.161  -0.956
H  4.956  3.780  -8.549  0.482
H  3.780  3.108  -7.873  0.468
O  11.328  2.077  -8.935  -0.969
H  11.221  1.622  -9.770  0.466
H  10.660  1.694  -8.366  0.485
O  8.171  0.301  -10.096  -0.964
H  8.605  0.937  -10.665  0.489
H  7.282  0.235  -10.444  0.483
O  8.355  5.278  -5.824  -0.973
H  8.465  5.594  -4.927  0.488
H  8.965  4.545  -5.896  0.509
O  10.868  3.664  -6.043  -0.953
H  11.029  2.768  -5.749  0.476
H  10.792  3.594  -6.995  0.486
O  9.453  6.966  -7.777  -0.986
H  8.846  6.838  -8.506  0.476
H  9.024  6.547  -7.031  0.480
O  9.624  1.696  -12.097  -0.938
H  8.765  1.713  -12.519  0.474
H  10.019  2.537  -12.324  0.477
O  7.823  7.007  -9.975  -0.974
H  7.077  7.506  -10.309  0.471
H  8.173  6.556  -10.743  0.499
O  9.051  0.983  -7.569  -0.980
H  9.290  0.202  -7.071  0.480
H  8.773  0.649  -8.422  0.509
O  7.318  1.285  -5.350  -0.987
H  7.906  1.193  -6.100  0.467
H  6.948  2.163  -5.442  0.492
O  5.927  3.846  -5.677  -0.984
H  5.427  3.852  -6.494  0.482
H  6.694  4.387  -5.861  0.486
O  5.320  5.601  -8.645  -0.954
H  4.911  5.586  -9.511  0.466
H  6.158  6.043  -8.784  0.501
O  8.896  5.708  -12.060  -0.936
H  8.290  5.854  -12.787  0.479
H  9.366  4.909  -12.297  0.481



(8)
Below is a molecular structure, ArH28O14, with properties calculated with ωB97M-V/def2-TZVPD.

Calculated values
* ΔE to the lowest compared entry with this formula, charge and spin: 76.8 kJ/mol
* total energy: -1597.6777 a.u.

Last column: natural (NBO) charge in e.
Element x y z (Å)
Ar  0.033  0.102  0.067  0.000
O  0.433  -2.604  -2.088  -0.948
H  -0.098  -2.345  -2.841  0.495
H  0.539  -3.551  -2.183  0.497
O  -1.683  2.653  1.769  -1.002
H  -0.802  2.584  2.137  0.483
H  -1.541  2.846  0.842  0.493
O  -1.907  -2.954  -0.768  -0.967
H  -1.163  -2.698  -1.313  0.466
H  -1.564  -2.940  0.126  0.496
O  -1.662  3.288  -0.923  -0.963
H  -1.978  2.599  -1.507  0.512
H  -0.746  3.412  -1.173  0.456
O  -1.766  1.383  -2.960  -0.992
H  -2.058  0.513  -2.688  0.494
H  -0.818  1.297  -3.060  0.487
O  0.922  3.143  2.665  -0.959
H  1.697  2.756  2.257  0.486
H  1.001  4.080  2.488  0.474
O  -0.286  -3.601  1.565  -0.960
H  -0.131  -4.545  1.600  0.490
H  0.561  -3.227  1.323  0.491
O  3.181  2.091  1.305  -0.951
H  3.882  2.566  0.859  0.488
H  3.585  1.767  2.110  0.488
O  2.643  -0.915  -2.192  -0.971
H  1.893  -1.510  -2.200  0.503
H  3.319  -1.374  -2.691  0.493
O  1.023  1.217  -2.944  -0.972
H  1.369  1.978  -2.477  0.472
H  1.635  0.510  -2.737  0.496
O  -1.048  -1.676  3.512  -0.955
H  -1.545  -2.089  4.219  0.477
H  -0.891  -2.381  2.885  0.490
O  3.687  -0.615  0.190  -0.985
H  3.113  -0.601  -0.575  0.482
H  3.632  0.271  0.548  0.467
O  -2.775  0.172  2.764  -1.003
H  -1.991  -0.328  2.993  0.476
H  -2.459  1.066  2.634  0.490
O  -3.067  -0.580  -1.516  -0.988
H  -3.661  -0.447  -0.777  0.491
H  -2.510  -1.310  -1.247  0.484



(9)
Below is a molecular structure, AsF6H18O9, with properties calculated with ωB97M-V/def2-TZVPD.

Calculated values
* total charge: -1
* ΔE to the lowest compared entry with this formula, charge and spin: 27.6 kJ/mol
* total energy: -3523.1768 a.u.

Last column: natural (NBO) charge in e.
Element x y z (Å)
As  -8.959  -10.610  13.881  2.846
F  -10.268  -11.730  14.218  -0.640
F  -7.801  -11.926  14.067  -0.638
F  -7.693  -9.430  13.595  -0.643
F  -10.159  -9.364  13.609  -0.632
F  -8.849  -10.280  15.589  -0.644
F  -9.014  -10.908  12.163  -0.631
O  -8.122  -8.972  18.023  -0.960
H  -8.496  -9.540  17.334  0.489
H  -7.543  -8.370  17.544  0.467
O  -12.442  -13.045  12.001  -0.941
H  -11.823  -13.250  12.713  0.480
H  -12.360  -13.783  11.390  0.461
O  -9.210  -14.027  12.339  -0.957
H  -9.073  -13.576  13.184  0.491
H  -8.955  -14.940  12.504  0.468
O  -9.489  -12.329  9.824  -0.969
H  -9.311  -11.510  10.307  0.479
H  -9.650  -12.971  10.526  0.485
O  -11.414  -13.273  16.441  -0.954
H  -10.780  -12.755  15.924  0.488
H  -11.557  -12.754  17.239  0.463
O  -4.895  -11.184  14.011  -0.948
H  -4.091  -10.981  14.499  0.470
H  -5.484  -11.597  14.656  0.481
O  -10.767  -7.057  14.997  -0.962
H  -10.609  -7.649  15.739  0.466
H  -10.571  -7.602  14.215  0.491
O  -6.245  -11.047  11.243  -0.951
H  -6.089  -11.121  12.194  0.487
H  -6.902  -10.352  11.160  0.462
O  -6.156  -7.428  12.839  -0.955
H  -6.457  -8.007  13.551  0.486
H  -6.508  -7.835  12.043  0.466



| no. | molecular weight (g/mol) |
| --- | --- |
| 1 | 81.0 |
| 2 | 151.0 |
| 3 | 279.3 |
| 4 | 220.1 |
| 5 | 238.1 |
| 6 | 238.1 |
| 7 | 274.1 |
| 8 | 292.2 |
| 9 | 351.0 |